Record 1
A molecular structure, C27H20N3P2PtS2 at a distorted geometry. Source: the OMol25 dataset; level of theory: wB97M-V/def2-TZVPD.

CARTESIAN COORDINATES (ANGSTROEM)
Pt: 0.4672 0.0923 0.3783
S: 0.2768 2.7468 -0.9836
P: 1.3585 1.5781 -2.1570
C: 1.3999 0.0445 -1.3454
P: 1.5868 -1.5868 -1.9253
S: 0.3225 -2.6953 -0.8886
C: 1.4052 -1.7890 -3.7280
C: 2.4374 -1.4546 -4.5960
C: 2.2421 -1.5284 -5.9611
C: 1.0157 -1.9337 -6.4660
C: -0.0126 -2.2754 -5.6012
C: 0.1779 -2.1955 -4.2343
C: 3.2913 -2.1860 -1.6076
C: 3.7725 -3.3288 -2.2360
C: 5.0346 -3.8006 -1.9245
C: 5.8143 -3.1377 -0.9881
C: 5.3252 -2.0088 -0.3488
C: 4.0610 -1.5359 -0.6514
C: 0.6608 1.4979 -3.8428
C: 1.3207 1.9187 -4.9884
C: 0.6733 1.8524 -6.2100
C: -0.6232 1.3697 -6.2891
C: -1.2774 0.9393 -5.1433
C: -0.6362 1.0034 -3.9230
C: 3.0283 2.3056 -2.4009
C: 4.1204 1.4873 -2.6633
C: 5.3921 2.0266 -2.7232
C: 5.5802 3.3827 -2.5027
C: 4.4925 4.2015 -2.2380
C: 3.2190 3.6648 -2.1803
H: 3.3978 -1.1661 -4.1911
H: 3.0522 -1.2740 -6.6318
H: 0.8687 -1.9960 -7.5361
H: -0.9628 -2.6097 -5.9959
H: -0.6076 -2.4669 -3.5409
H: 3.1477 -3.8390 -2.9597
H: 5.4144 -4.6877 -2.4121
H: 6.8017 -3.5083 -0.7473
H: 5.9297 -1.4952 0.3861
H: 3.6441 -0.6615 -0.1538
H: 2.3268 2.3095 -4.9154
H: 1.1825 2.1928 -7.1020
H: -1.1291 1.3363 -7.2450
H: -2.2907 0.5652 -5.2021
H: -1.1276 0.6849 -3.0095
H: 3.9629 0.4252 -2.8048
H: 6.2410 1.3861 -2.9242
H: 6.5773 3.8007 -2.5256
H: 4.6390 5.2579 -2.0593
H: 2.3579 4.2790 -1.9491
N: 0.2469 -2.0348 6.2918
C: 0.0163 -1.3051 5.4255
N: -0.2719 -0.3939 4.5714
C: -0.2076 -0.2524 3.3378
N: -0.2595 0.0936 2.2136

<S²>: 2.010
Orbital gap (alpha / beta): 0.246 / 0.249 Eh
Charge: -1
HOMO energy (alpha / beta): -0.15963 / -0.18807 Ha
Multiplicity: 3
Relative energy (zero: lowest compared OMol25 entry of this formula, charge and spin): 10.17 kcal per mole

natural (NBO) atomic charge list, values in e, 2 entries: atom 1 (Pt): 0.714, atom 2 (S): -0.605

Record 2
A molecular structure, C17H12Cl2N3O2Pd at a distorted geometry. Source: the OMol25 dataset; level of theory: wB97M-V/def2-TZVPD.

CARTESIAN COORDINATES (ANGSTROEM)
Pd: -0.6703 -1.1943 -0.7446
O: 3.4091 4.0765 1.1698
C: 2.3874 3.8363 1.8036
O: 1.7561 4.2604 2.7653
C: 1.6049 2.5218 1.1419
C: 0.5485 1.9444 1.8252
C: -0.0558 0.8250 1.2746
N: 0.4032 0.3142 0.1244
C: 1.4370 0.8445 -0.5390
C: 2.0565 1.9860 -0.0507
C: 1.8768 0.0982 -1.7256
C: 3.1084 0.3130 -2.3260
C: 3.4880 -0.4871 -3.3917
C: 2.6267 -1.4782 -3.8349
C: 1.4087 -1.6269 -3.1974
N: 1.0441 -0.8606 -2.1717
C: -1.1594 0.0866 1.9088
C: -1.8966 0.5889 2.9714
C: -2.9058 -0.1875 3.5168
C: -3.1347 -1.4589 3.0107
C: -2.3590 -1.8943 1.9525
N: -1.4075 -1.1383 1.4069
H: 0.2293 2.3698 2.7669
H: 2.8873 2.4617 -0.5543
H: 3.7707 1.0813 -1.9566
H: 4.4496 -0.3421 -3.8648
H: 2.8862 -2.1292 -4.6567
H: 0.6995 -2.3752 -3.5254
H: -1.6904 1.5749 3.3609
H: -3.5024 0.1936 4.3345
H: -3.9015 -2.0978 3.4242
H: -2.4758 -2.8926 1.5474
Cl: -3.0585 -0.2040 -1.4007
C: -3.5500 -1.8949 -1.5616
Cl: -2.0735 -2.9067 -1.6235
H: -4.1023 -2.0252 -2.4848
H: -4.1343 -2.1834 -0.6958

Orbital gap: 0.170 Eh
Charge: +1
HOMO energy: -0.38113 Ha
Relative energy (zero: lowest compared OMol25 entry of this formula, charge and spin): 0.00 kcal per mole

natural (NBO) atomic charge list, values in e, 2 entries: atom 1 (Pd): 0.871, atom 2 (O): -0.696

Record 3
A molecular structure, C5H7N2O at a distorted geometry. Source: the OMol25 dataset; level of theory: wB97M-V/def2-TZVPD.

CARTESIAN COORDINATES (ANGSTROEM)
C: 0.5846 0.2140 -0.4488
C: -0.0847 0.2186 -2.8925
C: 0.8315 0.4885 -1.9636
C: 0.0523 0.1394 1.4272
C: -0.5277 -0.9906 2.1617
N: 1.3305 -0.0211 0.6052
N: -0.6818 0.3491 0.1134
O: -0.8320 -0.0573 -3.6669
H: 1.0562 1.5590 -1.8223
H: 1.7760 -0.0552 -2.3100
H: 0.0413 1.0219 2.1048
H: -1.5993 -0.7761 2.1746
H: -0.1866 -1.1358 3.1782
H: -0.3289 -1.8233 1.6052
H: -1.4314 0.8688 -0.2662

Orbital gap: 0.288 Eh
Charge: +1
HOMO energy: -0.50241 Ha
Relative energy (zero: lowest compared OMol25 entry of this formula, charge and spin): 76.16 kcal per mole

natural (NBO) atomic charge list, values in e, 2 entries: atom 1 (C): 0.403, atom 2 (C): 0.969

Record 4
11 unconnected molecules or ions with the total composition C16H54N10O11 at a distorted geometry. Source: the OMol25 dataset; level of theory: wB97M-V/def2-TZVPD.

CARTESIAN COORDINATES (ANGSTROEM)
C: 22.9106 -2.0141 11.8525
C: 22.5508 -3.4438 11.6807
O: 21.1954 -3.4433 11.2457
H: 22.6988 -1.3525 11.0090
H: 24.0070 -2.0788 11.8817
H: 22.4751 -1.6487 12.8365
H: 22.7593 -3.9862 12.6292
H: 23.2437 -3.8664 10.9549
H: 20.7973 -4.2332 11.5294
C: 22.6401 -1.0856 7.5397
C: 21.3550 -1.1718 8.4047
O: 20.1984 -0.9312 7.6279
H: 22.7352 -0.0849 7.2054
H: 22.5761 -1.6839 6.5524
H: 23.5064 -1.4385 8.0729
H: 21.2904 -0.5225 9.2365
H: 21.2030 -2.0834 8.8790
H: 20.2511 -0.0270 7.2820
C: 25.5473 0.1206 5.5748
C: 25.1658 1.5928 5.3080
O: 25.4359 1.9406 3.9997
H: 24.9239 -0.4828 4.9006
H: 25.2570 -0.1209 6.5556
H: 26.5900 -0.0400 5.3838
H: 25.5533 2.3884 5.9962
H: 24.1201 1.5982 5.3982
H: 25.1015 2.8062 3.7771
C: 20.9819 0.6775 5.0136
C: 21.1962 1.9037 5.8117
O: 20.9331 1.6814 7.1274
H: 20.9593 0.9608 3.9665
H: 20.0003 0.3023 5.3009
H: 21.5571 -0.1141 5.3185
H: 20.4790 2.6232 5.3857
H: 22.1140 2.4688 5.5640
H: 21.2652 2.3818 7.7249
C: 23.1053 1.6736 9.7906
C: 23.0686 2.6248 10.9227
O: 21.7024 2.9894 11.0810
H: 22.1908 1.3903 9.4109
H: 23.7745 0.7919 10.0589
H: 23.6086 2.2347 9.0202
H: 23.8260 3.4497 10.8381
H: 23.1746 2.2348 11.9293
H: 21.8261 3.7724 11.6611
C: 24.4467 -4.5638 4.4753
O: 25.3525 -5.4365 4.8512
N: 23.4040 -4.8852 3.8742
N: 24.3966 -3.3844 5.0086
H: 23.5586 -5.6499 3.1803
H: 22.6486 -4.2431 3.6359
H: 25.2503 -3.0419 5.4691
H: 23.7892 -2.6539 4.5412
C: 20.8228 -3.1578 5.0148
O: 21.1280 -3.4388 3.7801
N: 19.8072 -2.3740 5.2663
N: 20.5962 -4.1091 5.8855
H: 19.3463 -1.8720 4.3797
H: 20.0137 -1.6927 6.0605
H: 20.8404 -4.9805 5.3532
H: 21.3280 -4.0777 6.6765
C: 16.9192 2.5581 6.7589
O: 15.6929 1.8406 6.8556
N: 18.0560 1.9913 6.8920
N: 17.1678 3.8747 6.7972
H: 18.0081 0.9920 6.8815
H: 18.9399 2.4349 6.8131
H: 16.3066 4.3865 6.7496
H: 18.0226 4.2455 6.2542
C: 17.0042 -1.7663 6.2777
O: 17.5763 -0.5279 6.0285
N: 16.8281 -2.5725 5.2604
N: 17.4517 -2.6026 7.1633
H: 16.9571 -2.2436 4.3193
H: 15.9245 -3.2053 5.2905
H: 18.1318 -2.0085 7.8439
H: 16.6718 -2.8847 7.8106
C: 18.6476 -1.3840 10.4802
O: 18.6524 -2.4222 9.4414
N: 19.4476 -1.4481 11.5173
N: 17.7993 -0.4250 10.6381
H: 20.1871 -2.1385 11.5166
H: 19.7295 -0.5726 11.9393
H: 16.9944 -0.2711 9.9563
H: 17.6071 0.1207 11.5390
C: 23.4909 -5.1118 7.7707
O: 22.9348 -4.0220 7.0721
H: 24.4161 -4.9218 8.3881
H: 23.8638 -5.7588 6.9914
H: 22.8189 -5.6503 8.4058
H: 23.4770 -3.9062 6.2809

Orbital gap: 0.292 Eh
HOMO energy: -0.29203 Ha
Relative energy (zero: lowest compared OMol25 entry of this formula, charge and spin): 318.15 kcal per mole

Mulliken atomic charge list, values in e, 2 entries: atom 1 (C): -0.887, atom 2 (C): -0.191

Record 5
A single C8H10IP molecule at a distorted geometry. Source: the OMol25 dataset; level of theory: wB97M-V/def2-TZVPD.

CARTESIAN COORDINATES (ANGSTROEM)
C: -1.4383 -3.0396 0.1912
C: -0.3568 -3.4123 -0.5325
C: -1.6758 -1.7216 0.5000
C: 0.5663 -2.5139 -0.8657
C: -0.7501 -0.7435 0.1750
C: 0.3852 -1.1906 -0.4936
C: 1.1802 2.6875 0.5127
C: 1.4286 -0.2644 -0.9170
P: 1.2468 1.4757 -0.8908
I: 3.2858 -0.3496 0.3252
H: -2.2784 -3.7019 0.3637
H: -0.1557 -4.4602 -0.7046
H: -2.6200 -1.3227 0.9045
H: 1.5599 -2.8549 -1.2051
H: -0.6941 0.2526 0.5170
H: 0.5504 2.1046 1.2190
H: 2.2015 2.9085 1.0025
H: 0.7469 3.5612 0.2818
H: 2.4313 1.8996 -1.4482
H: 0.4374 2.0186 -1.7068

Orbital gap: 0.282 Eh
HOMO energy: -0.27084 Ha
Relative energy (zero: lowest compared OMol25 entry of this formula, charge and spin): 43.55 kcal per mole

natural (NBO) atomic charge list, values in e, 2 entries: atom 1 (C): -0.234, atom 2 (C): -0.186

Record 6
A molecular structure, C7H8O at a distorted geometry. Source: the OMol25 dataset; level of theory: wB97M-V/def2-TZVPD.

CARTESIAN COORDINATES (ANGSTROEM)
C: -1.6899 -1.2207 1.2576
C: -0.8189 -0.3535 0.3225
C: -1.0407 0.4995 -0.6998
C: 0.2358 1.0349 -1.3621
C: 1.2029 0.4558 -0.5054
C: 2.4563 0.8137 -0.9603
C: 0.6572 -0.1350 0.6876
H: -2.7256 -1.7119 0.3615
H: -1.2679 -2.1769 2.2098
H: -2.0432 -0.4548 2.1706
H: -2.1682 0.5157 -1.2169
H: 3.3767 0.6862 -0.2971
H: 2.1052 1.1300 -2.0729
H: 0.8155 -1.2155 0.9322
H: 0.5217 0.4568 1.5811
O: 0.3831 1.6754 -2.4083

Orbital gap: 0.351 Eh
HOMO energy: -0.35580 Ha
Relative energy (zero: lowest compared OMol25 entry of this formula, charge and spin): 149.88 kcal per mole

natural (NBO) atomic charge list, values in e, 2 entries: atom 1 (C): -0.692, atom 2 (C): 0.069

Record 7
A single C9H16ClN molecule at a distorted geometry. Source: the OMol25 dataset; level of theory: wB97M-V/def2-TZVPD.

CARTESIAN COORDINATES (ANGSTROEM)
C: 0.9531 -0.4718 -1.0227
C: 1.5018 -1.3878 -1.7977
C: 0.1337 0.5531 -1.6719
C: -1.3793 0.2307 -1.1962
C: -1.0161 -0.7536 0.8651
C: 1.2093 -0.3231 0.4478
C: 2.0192 -1.3996 1.2080
C: 1.2527 1.0622 1.0230
C: -2.6925 1.0727 0.5646
N: -1.5107 0.3614 0.2357
Cl: -1.3016 -2.4327 0.1852
H: 2.0280 -2.1950 -1.3283
H: 1.2355 -1.5753 -2.8403
H: 0.2456 1.6189 -1.5955
H: 0.2727 0.3937 -2.7761
H: -2.1043 0.8598 -1.7185
H: -1.5739 -0.7408 -1.5999
H: -1.1489 -0.7548 2.0180
H: 2.1214 -1.1464 2.3936
H: 2.9842 -1.6549 0.7794
H: 1.4283 -2.3471 1.1683
H: 1.8933 1.7724 0.4164
H: 1.5085 0.8682 2.0466
H: 0.2016 1.5769 1.0969
H: -2.5156 1.9716 0.0644
H: -3.4817 0.6173 0.0964
H: -2.8722 1.2066 1.6527

Orbital gap: 0.294 Eh
HOMO energy: -0.26737 Ha
Relative energy (zero: lowest compared OMol25 entry of this formula, charge and spin): 71.57 kcal per mole

natural (NBO) atomic charge list, values in e, 2 entries: atom 1 (C): -0.052, atom 2 (C): -0.421

Record 8
A molecular structure, C5H12N2O2Sn at a distorted geometry. Source: the OMol25 dataset; level of theory: wB97M-V/def2-TZVPD.

CARTESIAN COORDINATES (ANGSTROEM)
Sn: -0.7935 -0.6300 -1.0800
C: -3.0343 -1.5758 -3.0783
H: -3.3701 -2.1232 -2.1909
H: -3.7067 -0.7415 -3.3107
H: -2.9287 -2.2484 -3.9362
H: -1.9752 -1.1308 -2.9287
H: -0.5595 -0.4136 -2.7928
C: 0.6983 1.6838 2.3904
C: 0.5141 0.7882 1.2142
N: -0.6330 0.8486 0.5422
O: -1.4907 1.8152 1.0869
C: 1.5154 -0.1175 0.7547
C: 2.8661 -0.2627 1.3623
N: 1.2063 -0.8692 -0.3364
O: 2.0638 -1.6303 -0.8710
H: -0.2087 2.2713 2.5457
H: 1.5527 2.3568 2.2314
H: 0.9177 1.0921 3.2905
H: -2.2944 1.7903 0.5424
H: 3.0398 -1.2926 1.7002
H: 3.6532 -0.0122 0.6396
H: 2.9674 0.4016 2.2246

Orbital gap (alpha / beta): 0.270 / 0.243 Eh
Charge: +2
HOMO energy (alpha / beta): -0.69899 / -0.67255 Ha
Relative energy (zero: lowest compared OMol25 entry of this formula, charge and spin): 222.56 kcal per mole

natural (NBO) atomic charge list, values in e, 2 entries: atom 1 (Sn): 1.517, atom 2 (C): -0.836